{
  "formula": "C13H22N5O4",
  "method": "ωB97M-V with the def2-TZVPD basis set",
  "species": ["C", "N", "C", "N", "C", "N", "N", "C", "C", "O", "C", "C", "O", "H", "H", "H", "H", "H", "H", "H", "H", "H", "H", "H", "H", "H", "H", "H", "H", "H", "C", "C", "C", "C", "C", "C", "N", "O", "O", "H", "H", "H", "H", "H"],
  "coordinates": [[-2.2111, -0.2133, 0.0209], [-1.0275, 0.3546, -0.6485], [0.1192, -0.5067, -0.7884], [-0.0360, -1.3225, -2.0410], [-0.7799, -2.4550, -2.0043], [-1.1726, -3.0275, -3.1822], [-1.1308, -3.0232, -0.7984], [-0.0703, -4.0123, -0.3962], [-0.3706, -4.6629, 0.9636], [0.6169, -4.3351, 1.9300], [0.2284, -3.6616, 3.0715], [-0.5679, -2.3980, 2.8853], [0.5772, -4.0708, 4.1357], [-2.9615, -0.5126, -0.7188], [-1.9746, -1.0525, 0.6726], [-2.6605, 0.5652, 0.6412], [-0.7179, 1.1141, -0.0517], [0.9788, 0.1412, -0.9751], [0.3744, -1.1231, 0.0864], [0.8908, -1.5280, -2.4211], [-0.4991, -3.2511, -3.8990], [-2.1492, -3.0855, -3.4265], [-2.0090, -3.5227, -0.9257], [0.8751, -3.4771, -0.2923], [0.0095, -4.7913, -1.1586], [-0.3327, -5.7499, 0.8482], [-1.3784, -4.4156, 1.3135], [0.0413, -1.5433, 3.1852], [-1.4637, -2.4530, 3.5066], [-0.8794, -2.2674, 1.8503], [2.5953, 6.2354, -0.9337], [3.0970, 5.1162, -0.2814], [2.2333, 4.2250, 0.3327], [0.8740, 4.4778, 0.2756], [0.3518, 5.5882, -0.3630], [1.2273, 6.4718, -0.9717], [-0.0513, 3.5325, 0.9119], [0.4211, 2.5599, 1.4821], [-1.2395, 3.7540, 0.8359], [3.2741, 6.9277, -1.4130], [4.1627, 4.9383, -0.2488], [2.6086, 3.3549, 0.8497], [-0.7138, 5.7591, -0.3835], [0.8404, 7.3460, -1.4759]],
  "forces_ev_per_a": [[-0.12, 0.25, -0.17], [0.26, -0.20, 0.76], [0.00, 0.41, -0.01], [1.06, -1.75, 1.60], [-0.10, 0.41, -0.39], [0.36, -0.33, 0.38], [-0.96, 0.50, -0.59], [0.12, 0.09, 0.50], [-0.06, -0.08, -0.01], [-0.09, -0.01, -0.13], [0.06, -0.16, 0.61], [-0.29, -0.18, -0.33], [0.06, 0.18, -0.38], [0.08, -0.11, 0.11], [-0.01, -0.04, -0.03], [-0.01, -0.04, -0.18], [0.06, 0.22, -0.25], [-0.07, -0.14, -0.07], [-0.28, -0.16, -0.18], [-0.35, 0.76, -1.12], [-0.11, 0.75, -0.29], [-0.02, -0.49, 0.24], [0.11, -0.16, 0.13], [-0.02, -0.09, -0.14], [0.07, 0.16, -0.10], [0.01, 0.13, 0.01], [0.09, 0.08, -0.06], [-0.07, -0.11, 0.09], [0.17, 0.15, 0.08], [0.07, 0.07, 0.04], [-0.02, -0.02, 0.01], [-0.03, 0.05, -0.04], [0.11, -0.05, 0.02], [0.05, 0.06, 0.01], [-0.08, 0.09, -0.06], [0.06, -0.02, 0.00], [-0.02, 0.06, 0.10], [0.06, -0.17, -0.17], [-0.08, -0.03, -0.07], [0.01, 0.01, 0.00], [0.01, 0.00, 0.01], [-0.06, -0.02, 0.03], [-0.02, -0.06, 0.04], [-0.01, 0.01, 0.00]],
  "de_lowest_kcal_mol": 156.6,
  "energy_ha": -1082.91297,
  "homo_lumo_gap_ev": 7.369,
  "charge": 1
}